1.
The following is a quantum chemistry calculation of a molecular structure, C43H39F5FeO6 in a non-equilibrium geometry, from the OMol25 dataset.

Geometry as XYZ:
```
94
C43H39F5FeO6 ωB97M-V with the def2-TZVPD basis set
Fe 1.439 -0.230 -1.016
C -4.108 3.605 -2.088
C -2.655 3.112 -2.002
C -1.723 4.086 -2.740
O -2.571 1.821 -2.552
C -1.562 1.141 -1.807
C -1.790 1.693 -0.395
O -2.270 3.018 -0.643
C -0.530 1.691 0.549
O 0.625 1.528 -0.133
C -0.528 3.023 1.324
C -1.581 3.408 2.144
C -1.512 4.587 2.864
C -0.383 5.388 2.790
C 0.673 5.001 1.984
C 0.599 3.829 1.255
C -0.653 0.658 1.691
C 0.535 0.356 2.352
C 0.564 -0.514 3.424
C -0.606 -1.111 3.863
C -1.796 -0.810 3.227
C -1.823 0.079 2.164
C -1.625 -0.410 -1.959
O -0.444 -0.970 -1.588
C -1.851 -0.789 -3.428
C -2.432 -2.019 -3.724
C -2.566 -2.449 -5.031
C -2.117 -1.658 -6.073
C -1.505 -0.449 -5.788
C -1.364 -0.021 -4.480
C -2.809 -0.950 -1.150
C -4.114 -0.550 -1.423
C -5.170 -1.074 -0.698
C -4.939 -2.018 0.292
C -3.643 -2.428 0.558
C -2.584 -1.891 -0.154
H -4.434 3.605 -3.125
H -4.164 4.611 -1.680
H -4.749 2.947 -1.507
H -2.035 4.172 -3.779
H -0.709 3.703 -2.700
H -1.757 5.059 -2.256
H -0.558 1.447 -2.139
H -2.613 1.139 0.070
H -2.461 2.788 2.225
H -2.340 4.878 3.499
H -0.330 6.305 3.365
H 1.567 5.611 1.929
H 1.404 3.499 0.614
H 1.443 0.813 1.988
H 1.501 -0.735 3.916
H -0.591 -1.809 4.692
H -2.720 -1.268 3.559
H -2.782 0.284 1.713
H -2.776 -2.652 -2.918
H -3.026 -3.410 -5.234
H -2.222 -1.992 -7.099
H -1.129 0.168 -6.594
H -0.870 0.914 -4.281
H -4.290 0.182 -2.198
H -6.183 -0.744 -0.899
H -5.769 -2.421 0.861
H -3.456 -3.162 1.331
H -1.559 -2.172 0.038
F 2.169 0.038 -4.085
C 2.642 0.730 -2.943
F 4.024 0.461 -2.989
C 2.554 2.192 -3.347
F 3.149 2.549 -4.538
F 1.284 2.614 -3.494
F 3.121 3.011 -2.441
C 5.671 -4.601 5.022
C 5.026 -3.913 3.850
C 4.010 -4.531 3.135
C 3.370 -3.884 2.089
C 2.262 -4.540 1.325
C 3.758 -2.585 1.749
C 4.822 -1.974 2.418
C 5.288 -0.606 2.020
C 5.437 -2.645 3.465
C 2.961 -1.831 0.698
O 3.562 -1.304 -0.261
O 1.724 -1.766 0.869
H 5.062 -5.438 5.358
H 5.794 -3.909 5.854
H 6.660 -4.983 4.760
H 3.698 -5.528 3.421
H 2.064 -5.550 1.682
H 2.509 -4.571 0.264
H 1.368 -3.927 1.413
H 4.448 0.085 1.992
H 5.692 -0.636 1.010
H 6.051 -0.239 2.707
H 6.246 -2.166 4.004
```

The gap between HOMO and LUMO (alpha / beta) is 6.803 / 6.570 eV. The expectation value of S² is 6.01. As for the spin multiplicity: 5. As for the total energy: -105487.1292 eV. As for the total charge: -2.

Atomic charges from the Löwdin analysis, expressed in e, are listed below: 0.9709, 0.0087, -0.5821, 0.0232, -0.0207, -0.1658, -0.1234, -0.0102, -0.4415, -0.2433, -0.1257, -0.0288, -0.1037, -0.1320, -0.1009, -0.0125, -0.1137, -0.0349, -0.0871, -0.1116, -0.1039, -0.0552, -0.4588, -0.2068, -0.1075, -0.0242, -0.1060, -0.1276, -0.0903, -0.0081, -0.1630, -0.0326, -0.0983, -0.1222, -0.0996, -0.0289, 0.0791, 0.0784, 0.0794, 0.0837, 0.0727, 0.0837, 0.1330, 0.1274, 0.1140, 0.0873, 0.0816, 0.0893, 0.1121, 0.1155, 0.0978, 0.0858, 0.0907, 0.1006, 0.1157, 0.0879, 0.0832, 0.0938, 0.1094, 0.1174, 0.0885, 0.0838, 0.0951, 0.1202, -0.0582, -0.2939, -0.0505, -0.5859, 0.0745, 0.1030, 0.1134, -0.0709, -0.2897, -0.0240, -0.2049, -0.0357, -0.0461, -0.2059, -0.0367, -0.0281, -0.6455, -0.0196, -0.0268, 0.0644, 0.0693, 0.0716, 0.1036, 0.0691, 0.0928, 0.0767, 0.0848, 0.0844, 0.0686, 0.1070



2.
The following is a quantum chemistry calculation of a molecular structure, C3H18O7Y2 in a non-equilibrium geometry, from the OMol25 dataset.

Geometry as XYZ:
```
30
C3H18O7Y2 ωB97M-V with the def2-TZVPD basis set
Y 1.222 2.982 0.237
Y 4.143 0.725 0.932
O 1.961 0.784 0.280
H 1.812 -0.003 -0.280
O 3.497 2.865 0.459
H 3.752 3.353 -0.348
O 1.405 2.425 -1.994
H 0.805 2.074 -2.653
H 2.277 2.216 -2.329
O -0.699 1.681 -0.611
H -0.712 0.770 -0.318
H -1.622 1.910 -0.722
O 3.407 -1.637 0.874
H 3.818 -2.426 0.521
H 2.508 -1.901 1.070
O 0.247 2.065 2.149
H 0.937 1.625 2.645
H -0.428 2.260 2.799
C -2.623 -2.424 0.841
C -1.936 -1.840 -0.389
C -2.908 -1.209 -1.334
O -0.988 -0.899 0.011
H -3.268 -3.220 0.468
H -3.363 -1.826 1.373
H -1.891 -2.939 1.463
H -1.524 -2.691 -0.930
H -3.634 -1.934 -1.701
H -2.300 -0.973 -2.208
H -3.514 -0.425 -0.880
H -0.383 -1.386 0.576
```

The gap between HOMO and LUMO (alpha / beta) is 5.818 / 7.655 eV. The expectation value of S² is 0.75. As for the spin multiplicity: 2. As for the total energy: -19798.1320 eV. As for the total charge: +3.

Atomic charges from the Löwdin analysis, expressed in e, are listed below: 1.8561, 1.5915, -0.5169, 0.0270, -0.5280, 0.0254, -0.0720, 0.1147, 0.0979, -0.0820, 0.0075, 0.1050, -0.0925, 0.1044, 0.0791, -0.0666, 0.0762, 0.1224, -0.0346, -0.5083, -0.0425, -0.0739, 0.0979, 0.0956, 0.0838, 0.1482, 0.1060, 0.0892, 0.0952, 0.0942



Question: What is the formula in the first record?
Answer: C43H39F5FeO6



Question: What is the total charge in the second record?
Answer: +3



Copy entry 2 word for word.
The following is a quantum chemistry calculation of a molecular structure, C3H18O7Y2 in a non-equilibrium geometry, from the OMol25 dataset.

Geometry as XYZ:
```
30
C3H18O7Y2 ωB97M-V with the def2-TZVPD basis set
Y 1.222 2.982 0.237
Y 4.143 0.725 0.932
O 1.961 0.784 0.280
H 1.812 -0.003 -0.280
O 3.497 2.865 0.459
H 3.752 3.353 -0.348
O 1.405 2.425 -1.994
H 0.805 2.074 -2.653
H 2.277 2.216 -2.329
O -0.699 1.681 -0.611
H -0.712 0.770 -0.318
H -1.622 1.910 -0.722
O 3.407 -1.637 0.874
H 3.818 -2.426 0.521
H 2.508 -1.901 1.070
O 0.247 2.065 2.149
H 0.937 1.625 2.645
H -0.428 2.260 2.799
C -2.623 -2.424 0.841
C -1.936 -1.840 -0.389
C -2.908 -1.209 -1.334
O -0.988 -0.899 0.011
H -3.268 -3.220 0.468
H -3.363 -1.826 1.373
H -1.891 -2.939 1.463
H -1.524 -2.691 -0.930
H -3.634 -1.934 -1.701
H -2.300 -0.973 -2.208
H -3.514 -0.425 -0.880
H -0.383 -1.386 0.576
```

The gap between HOMO and LUMO (alpha / beta) is 5.818 / 7.655 eV. The expectation value of S² is 0.75. As for the spin multiplicity: 2. As for the total energy: -19798.1320 eV. As for the total charge: +3.

Atomic charges from the Löwdin analysis, expressed in e, are listed below: 1.8561, 1.5915, -0.5169, 0.0270, -0.5280, 0.0254, -0.0720, 0.1147, 0.0979, -0.0820, 0.0075, 0.1050, -0.0925, 0.1044, 0.0791, -0.0666, 0.0762, 0.1224, -0.0346, -0.5083, -0.0425, -0.0739, 0.0979, 0.0956, 0.0838, 0.1482, 0.1060, 0.0892, 0.0952, 0.0942